Record 1
Molecular formula: C13H27N6O
Method: DFT, the ωB97M-V functional and the def2-TZVPD basis

Atoms and positions in Å:
H: -0.58312 -3.56977 3.67415
H: -3.89949 -1.31693 -1.26255
H: 0.77616 -1.30984 -2.18262
H: -3.65932 -1.96374 -3.27167
H: 2.55121 -2.64497 0.20256
H: 3.33576 -3.03425 -2.65183
H: -3.12914 4.96610 0.65282
H: 3.31668 4.34075 0.03604
C: -2.83063 -1.13911 -1.61027
N: 2.44216 -3.02572 -0.73388
C: 2.97183 -0.88950 -2.10309
H: -2.53985 -2.50299 0.10755
C: -0.89244 -2.29113 5.34290
H: 4.37075 -2.36971 -1.24050
C: 1.46306 -0.48120 -1.83069
C: -1.03680 -0.84755 0.28794
H: 2.53213 3.27054 1.21753
O: -1.03009 -2.87444 -1.26415
H: 1.46835 -3.05364 -1.03522
H: 2.14390 5.00462 1.19398
H: -1.51439 4.23584 0.53452
H: 1.20698 0.42109 -2.49130
H: 0.66506 0.99231 -0.27680
H: 3.69157 -0.14736 -1.63058
N: 0.43061 3.66790 -1.14372
C: 3.33711 -2.39535 -1.72110
C: -2.11489 4.75456 2.50780
N: -0.85869 -2.08405 6.48580
H: 2.20224 0.12476 0.16582
H: -2.55201 -0.80657 -3.62386
H: -1.64609 -3.52007 -1.65692
H: -1.95787 -2.45821 3.51133
H: -1.43386 -0.95450 1.36259
N: -2.71694 -1.63197 -3.03657
N: -2.11907 4.56659 3.65345
C: -2.10958 4.99942 1.03722
H: -1.68151 5.97986 0.82748
H: -0.29720 -1.84633 3.34764
C: 1.28885 3.87955 -0.39107
H: -2.63630 -0.02659 -1.64636
C: 1.16771 -0.03124 -0.30691
N: 0.40805 -1.09816 0.35738
H: -1.26872 0.22534 -0.02549
C: -0.93575 -2.55842 3.87634
C: 2.39096 4.14102 0.57595
H: 3.13837 -0.78620 -3.22989
C: -1.85576 -1.91072 -0.59175

Values from the calculation:
E = -24903.31233 eV
Multiplicity = 1
HOMO level = -1.734 eV
Total charge = -1

---

Record 2
Molecular formula: C13H27NO6P
Method: DFT, the ωB97M-V functional and the def2-TZVPD basis

Atoms and positions in Å:
H: 1.45778 -3.85221 -3.83093
H: 2.35252 2.94790 -0.21612
O: -1.15456 4.09198 2.29018
C: -0.15348 0.99149 -1.08280
H: -1.46162 -4.93428 -1.90426
H: -3.71086 3.66721 2.99015
O: -2.01409 -2.17676 -4.41785
H: 0.77266 3.38967 0.45288
H: 4.00590 -4.15253 -3.45233
C: -0.53844 -5.49715 -1.74185
P: 0.81729 -4.18048 -1.46448
C: -0.40496 -6.55929 -2.84200
C: -1.63321 3.28608 3.37672
O: -0.39996 -2.38603 -3.08498
H: -1.37140 6.60845 3.87279
C: 1.76811 3.03444 0.69968
H: -1.38376 -6.87167 -3.21494
H: 3.29659 -2.69285 -2.75845
H: -1.09022 1.21649 -1.59684
H: -0.88379 -2.62652 -1.08204
H: 0.10990 -7.45299 -2.48164
C: 1.78189 1.70847 1.42423
H: 0.39267 6.50335 3.92012
H: -0.63094 -5.98956 -0.77157
H: -3.37203 3.02721 4.60569
H: 1.97588 -5.40516 -3.19927
H: 0.15315 -6.18948 -3.70186
C: 3.29652 -3.78185 -2.70550
C: -0.35378 1.13596 0.40744
O: 2.65748 1.42454 2.20246
H: -1.10464 0.42502 0.75154
H: 2.24318 3.76913 1.34477
C: -0.51440 5.26366 2.47403
H: -3.01934 4.71825 4.22923
H: -0.69598 2.13704 0.67756
H: 0.60959 1.68150 -1.44859
C: 1.89418 -4.34302 -2.95846
N: -1.69686 -2.27532 -3.25514
C: -3.01555 3.70412 3.82851
O: 0.01506 5.78206 1.52945
C: 0.05632 -2.57004 -1.64904
H: -1.65161 2.27618 2.97031
H: -0.91272 3.28548 4.19522
O: 0.81799 0.80970 1.17837
H: 0.14144 -0.02988 -1.34095
H: -0.58894 5.23557 4.66978
C: -0.52272 5.92507 3.83262
H: 3.66379 -4.07893 -1.72184

Values from the calculation:
E = -36979.47274 eV
Multiplicity = 1
HOMO level = -2.911 eV
Total charge = -1

---

Record 3
Molecular formula: C13H28AgFO5
Method: DFT, the ωB97M-V functional and the def2-TZVPD basis

Atoms and positions in Å:
C: -2.92758 -1.85601 0.30367
H: -3.07565 2.43375 2.04677
C: 0.92192 -1.59456 2.38493
C: -2.17454 2.91256 -0.46498
H: 2.37449 -2.74697 -0.59393
H: -0.76500 -0.25911 2.50417
H: 4.65877 1.04938 -0.93450
O: 2.21274 1.10197 -0.92709
H: -0.87245 -1.62895 3.65247
O: 1.36568 -0.88349 1.32798
H: -3.25147 -2.95016 2.14304
C: 2.97001 -2.32664 -2.64215
C: -1.99939 2.62114 2.09500
C: -2.87282 -3.11554 1.13449
H: -4.12239 -0.68631 -1.02263
C: 2.84991 2.07465 -1.22209
C: -0.20020 -0.89623 3.18747
C: -1.43445 2.35172 0.71919
C: 1.96251 -2.81512 -1.61668
H: -3.47919 -3.90539 0.68373
H: 3.22820 -1.27385 -2.46966
H: 4.85276 2.47081 -1.95499
O: -0.49702 1.62274 0.55713
H: -1.83357 -3.44227 1.14435
O: 0.75456 -2.18394 -1.70395
H: 4.67102 2.71175 -0.22601
H: 3.91551 -2.88727 -2.59450
H: -4.79471 -0.90393 0.59208
C: -4.26805 -1.41149 -0.22536
H: 1.11407 3.18280 -1.75634
H: -1.52389 1.98033 2.83094
C: 2.19009 3.25121 -1.90058
H: -4.89407 -2.24002 -0.55586
H: 2.60582 -2.36911 -3.67129
O: -1.94936 -1.19064 0.11375
H: 1.79711 -3.90421 -1.78377
C: 4.35315 2.08619 -1.06043
H: 1.74631 -1.85474 3.09181
H: -3.00588 3.56634 -0.17775
F: -0.66837 0.44522 -2.31243
H: 2.43674 3.24426 -2.96175
H: 0.52718 -2.60490 2.09421
H: -2.58992 2.10095 -1.06394
H: -1.85678 3.66999 2.36853
H: 2.53439 4.19104 -1.45411
H: 0.20862 -0.26054 3.98134
Ag: 0.32153 -0.38416 -0.56163
H: -1.51633 3.50674 -1.09861

Values from the calculation:
E = -30886.91993 eV
Multiplicity = 2
HOMO level (alpha / beta) = -3.729 / -3.598 eV
Energy above the lowest of the compared OMol25 structures with the same formula, charge and spin = 0.00 kcal/mol
Total charge = -1
Expectation value of S² = 0.758

---

Record 4
Molecular formula: C13H28B2NO9P2SSr
Method: DFT, the ωB97M-V functional and the def2-TZVPD basis

Atoms and positions in Å:
H: -2.74196 -1.56191 2.34228
H: -2.21541 -0.38991 -2.39336
O: 0.25876 -1.04119 0.87604
C: 2.53049 -0.63933 2.08233
H: 1.40460 0.12040 -1.85806
H: -3.96089 -2.01349 -0.96160
C: 1.15664 -0.03458 0.37321
C: 4.75427 1.56663 -2.09284
O: 3.20214 -1.54854 2.35290
C: -5.74960 -1.60940 0.66812
H: -5.94586 -1.42865 -0.42446
H: 5.31261 0.80768 -2.70200
H: 4.83423 0.83096 -0.03355
H: -3.18302 -0.54123 0.91982
O: -1.44242 -0.39406 -1.78948
H: 3.30998 1.71472 -0.39472
H: -2.09988 -3.43991 1.06954
O: -4.76458 -2.61190 0.94241
H: 1.78680 -2.41025 -2.20495
S: -0.08525 -2.57629 3.96135
H: -3.96669 -3.82829 -0.53294
C: 3.37660 -0.45751 -1.04003
C: 4.02819 0.96720 -0.82110
B: 0.62201 2.70609 0.23308
O: 0.22529 3.53618 1.32704
H: -5.42882 -0.61704 1.11394
C: 1.79350 -0.48593 -0.98465
C: -3.83058 -2.77234 -0.13290
O: -0.85413 2.05189 -2.29795
H: 0.70482 3.27214 2.13340
H: 0.17484 5.05730 -0.69618
H: 3.74439 -1.24979 -0.31711
B: -0.93005 -0.51482 1.54980
Sr: 1.37544 -4.25992 -2.43563
H: -2.44648 2.43626 0.02460
C: 1.35418 -1.99701 -1.21957
H: 5.52999 2.29553 -1.70058
O: -0.77698 0.94501 1.40255
O: 1.40102 3.27135 -0.77682
H: 1.40564 4.93734 -2.00572
C: -2.34358 -2.54756 0.42906
H: -1.79381 -0.29221 4.16475
P: -0.60761 -0.73753 3.49176
P: -1.16275 1.13105 -1.15940
H: 3.67357 -0.82644 -2.07531
C: 1.21300 4.69735 -0.91372
H: 4.04768 2.20235 -2.70985
H: 0.21837 -2.12340 -1.27584
N: 2.02957 0.34957 1.51565
H: -6.75223 -1.85287 1.13586
C: -2.38301 -1.22426 1.31899
H: 0.41850 0.19578 3.89261
C: 0.07655 1.17676 0.25956
H: -1.59508 -2.51571 -0.41160
O: -2.63557 1.63641 -0.51512
H: 1.74768 -2.65971 -0.36149
H: 1.98495 5.29706 -0.34209

Values from the calculation:
E = -65447.44982 eV
Multiplicity = 1
HOMO level = -8.954 eV
Total charge = +1

---

| no. | molecular weight (g mol⁻¹) |
| --- | --- |
| 1 | 283.400 |
| 2 | 324.334 |
| 3 | 391.228 |
| 4 | 545.624 |